Entry 1:
{
  "formula": "C34H40AsBiN5S",
  "method": "ωB97M-V with the def2-TZVPD basis set",
  "fmax_ev_per_a": 0.4,
  "charge": 1,
  "e_lumo_ev": -3.6,
  "homo_energy_ev": -10.0,
  "relative_energy_kj_mol": 0.0,
  "homo_lumo_gap_ev": 6.44,
  "species": ["Bi", "C", "C", "N", "C", "S", "N", "N", "C", "C", "C", "C", "C", "C", "C", "N", "H", "H", "H", "H", "H", "H", "H", "H", "H", "H", "H", "H", "H", "C", "C", "C", "C", "C", "C", "As", "N", "C", "C", "C", "C", "C", "C", "C", "C", "C", "C", "C", "C", "C", "C", "C", "C", "C", "C", "H", "H", "H", "H", "H", "H", "H", "H", "H", "H", "H", "H", "H", "H", "H", "H", "H", "H", "H", "H", "H", "H", "H", "H", "H", "H", "H"],
  "xyz": [[2.155749, -1.628365, -1.208849], [4.470434, 4.057705, -2.320326], [3.192244, 3.687204, -1.580185], [2.326417, 2.802067, -2.363562], [2.261187, 1.472533, -2.284006], [3.238253, 0.706028, -1.060534], [1.448086, 0.883626, -3.145629], [1.330530, -0.459982, -3.068467], [0.644010, -1.046715, -3.992515], [0.011038, -0.287386, -5.111874], [0.527257, -2.525616, -3.946081], [0.062502, -3.260232, -5.025668], [0.017455, -4.641874, -4.925666], [0.425296, -5.259945, -3.755485], [0.871875, -4.460266, -2.719756], [0.916316, -3.130551, -2.821623], [5.017343, 4.823973, -1.766816], [4.243948, 4.455000, -3.311572], [5.118933, 3.186992, -2.434466], [2.614977, 4.577653, -1.340357], [3.422866, 3.187628, -0.643603], [1.827446, 3.196577, -3.146585], [-0.148131, 0.742801, -4.814762], [-0.938316, -0.739816, -5.396579], [0.670386, -0.285341, -5.986214], [-0.246801, -2.762973, -5.934466], [-0.334230, -5.233676, -5.761455], [0.396337, -6.335559, -3.642752], [1.187170, -4.883584, -1.770358], [2.630266, 3.690395, 5.093645], [2.069161, 2.916304, 3.928638], [2.580318, 1.680806, 3.563775], [2.052696, 0.930937, 2.513383], [2.785443, -0.359035, 2.207290], [0.949208, 1.431721, 1.801793], [0.027689, 0.670784, 0.233480], [0.525969, -1.149585, 0.032711], [-0.190443, -2.199630, 0.684069], [-0.790630, -3.221827, -0.049791], [-1.487962, -4.242334, 0.588275], [-1.616759, -4.247608, 1.968141], [-1.043341, -3.216995, 2.706251], [-0.333507, -2.208734, 2.075223], [-1.821941, 0.309525, 0.780961], [-2.376734, 0.258033, 2.065946], [-1.617779, 0.320816, 3.375787], [-3.759403, 0.087576, 2.196117], [-4.602116, -0.062305, 1.112776], [-6.086675, -0.251331, 1.285267], [-4.030372, -0.046432, -0.156916], [-2.670817, 0.136220, -0.342463], [-2.158499, 0.126575, -1.770643], [0.444996, 2.704872, 2.133365], [-0.742388, 3.344505, 1.434690], [1.008394, 3.415922, 3.184514], [3.591630, 3.289614, 5.412787], [1.949143, 3.646672, 5.946124], [2.763717, 4.742757, 4.837874], [3.425379, 1.274327, 4.114051], [3.151556, -0.817921, 3.126036], [3.666464, -0.149225, 1.588193], [2.165947, -1.090103, 1.702038], [-0.753337, -3.187602, -1.132344], [-1.952061, -5.021914, -0.003944], [-2.168757, -5.036126, 2.463693], [-1.153514, -3.195469, 3.784594], [0.098138, -1.403643, 2.660026], [-0.555611, 0.492876, 3.267372], [-1.757452, -0.617789, 3.918826], [-2.024709, 1.115353, 4.005694], [-4.176933, 0.055774, 3.199389], [-6.370038, -0.227045, 2.336659], [-6.407613, -1.207538, 0.867929], [-6.640198, 0.533114, 0.765377], [-4.667839, -0.179402, -1.026872], [-2.973073, -0.112762, -2.454488], [-1.371940, -0.620383, -1.910872], [-1.745010, 1.093821, -2.059506], [-0.931761, 2.955280, 0.437369], [-0.582589, 4.419683, 1.340273], [-1.655975, 3.196331, 2.016676], [0.601088, 4.394239, 3.430977]],
  "atomic_forces_ev_per_a": [[-0.141, -0.050, 0.337], [0.006, -0.015, 0.014], [-0.017, -0.070, -0.215], [0.223, 0.087, 0.078], [-0.281, -0.083, -0.114], [-0.023, -0.166, -0.062], [0.276, 0.087, 0.149], [0.027, 0.034, -0.012], [0.007, -0.076, -0.015], [-0.025, -0.082, -0.015], [0.042, 0.126, 0.094], [-0.076, -0.004, -0.164], [-0.047, -0.025, -0.103], [-0.004, -0.060, 0.051], [0.034, 0.188, -0.011], [0.061, -0.147, -0.080], [-0.035, -0.073, -0.024], [0.027, 0.002, 0.034], [-0.036, 0.038, -0.029], [-0.072, 0.036, -0.001], [-0.059, 0.033, 0.088], [-0.081, 0.048, 0.009], [-0.010, 0.020, 0.015], [0.036, 0.003, -0.003], [-0.034, 0.001, 0.042], [0.016, -0.049, 0.034], [0.008, 0.030, 0.026], [0.008, 0.059, -0.002], [-0.005, 0.032, -0.069], [-0.047, -0.026, -0.081], [0.019, 0.028, 0.039], [-0.001, -0.004, 0.035], [0.056, -0.008, -0.097], [0.020, 0.054, 0.032], [-0.088, -0.059, 0.089], [0.068, -0.109, -0.042], [-0.040, 0.011, -0.050], [0.178, -0.023, 0.041], [-0.060, 0.035, -0.052], [0.040, 0.034, -0.001], [0.030, 0.047, 0.011], [-0.014, -0.024, -0.061], [0.191, -0.009, -0.073], [-0.108, 0.024, -0.146], [0.012, -0.030, 0.051], [-0.165, 0.109, -0.040], [0.028, -0.031, 0.083], [-0.048, -0.001, 0.001], [0.085, 0.028, -0.024], [-0.026, -0.033, -0.014], [0.019, 0.016, 0.009], [-0.030, -0.015, 0.144], [-0.059, 0.057, 0.031], [0.136, -0.004, 0.215], [0.015, 0.099, -0.010], [-0.014, -0.001, -0.014], [0.013, -0.004, -0.011], [0.001, -0.033, 0.004], [-0.054, 0.034, -0.036], [-0.011, 0.043, 0.020], [-0.085, -0.029, 0.052], [-0.058, -0.030, 0.004], [-0.058, 0.031, 0.156], [0.001, 0.014, 0.014], [0.020, 0.035, -0.012], [0.019, -0.016, -0.045], [0.026, -0.154, -0.104], [-0.001, 0.044, 0.000], [-0.037, 0.069, -0.028], [0.022, 0.009, -0.026], [0.016, 0.004, -0.058], [0.011, -0.002, -0.016], [0.010, 0.011, 0.007], [0.013, -0.017, 0.015], [0.035, 0.006, 0.046], [0.002, 0.011, 0.028], [0.005, -0.005, 0.030], [0.044, 0.025, -0.022], [0.006, 0.015, -0.099], [0.000, -0.031, 0.029], [0.024, -0.040, -0.050], [0.019, -0.077, -0.018]],
  "mulliken_charge": [0.77, -1.17, -0.39, -0.12, 0.55, -0.51, -0.84, 0.57, 0.82, -1.78, 0.32, -0.68, -0.48, -0.87, -0.12, 0.10, 0.40, 0.34, 0.27, 0.39, 0.17, 0.28, 0.40, 0.48, 0.40, 0.45, 0.43, 0.44, 0.48, -1.64, 0.61, -0.76, 1.25, -1.80, -0.65, 3.34, -0.24, -0.18, 0.13, -0.89, -0.75, -0.86, 0.24, 0.74, 0.40, -2.01, -1.03, 0.64, -1.59, -0.98, 0.07, -1.74, 0.76, -2.14, -0.71, 0.38, 0.30, 0.38, 0.37, 0.51, 0.32, -0.05, 0.66, 0.45, 0.40, 0.44, 0.38, -0.27, 0.44, 0.62, 0.36, 0.37, 0.34, 0.35, 0.36, 0.44, 0.01, 0.36, 0.37, 0.58, 0.32, 0.47]
}

***

Entry 2:
{
  "formula": "C34H40F10N3Ti",
  "method": "ωB97M-V with the def2-TZVPD basis set",
  "fmax_ev_per_a": 0.4,
  "charge": 0,
  "e_lumo_ev": [0.3, 0.3],
  "homo_energy_ev": [-7.5, -7.5],
  "multiplicity": 2,
  "relative_energy_kj_mol": 1.6,
  "homo_lumo_gap_ev": [7.74, 7.81],
  "species": ["Ti", "C", "N", "C", "C", "N", "C", "C", "F", "C", "F", "C", "F", "C", "F", "C", "F", "C", "C", "N", "C", "C", "F", "C", "F", "C", "F", "C", "F", "C", "F", "H", "H", "H", "H", "H", "H", "H", "H", "H", "H", "H", "C", "C", "C", "C", "C", "C", "C", "C", "C", "C", "C", "C", "C", "C", "C", "C", "C", "H", "H", "H", "H", "H", "H", "H", "H", "H", "H", "H", "H", "H", "H", "H", "H", "H", "H", "H", "H", "H", "H", "H", "H", "H", "H", "H", "H", "H"],
  "xyz": [[-0.350232, 0.357688, -0.045214], [-0.929507, 2.399883, 2.539004], [-1.266944, 2.089182, 1.141758], [-0.851587, 3.283425, 0.361837], [-0.982739, 3.136539, -1.137097], [-0.572737, 1.793916, -1.520384], [-0.932153, 1.396915, -2.782096], [-1.338987, 2.182912, -3.872684], [-1.340084, 3.527820, -3.801013], [-1.734018, 1.627674, -5.079423], [-2.122105, 2.433037, -6.069181], [-1.719976, 0.260200, -5.285672], [-2.104413, -0.262089, -6.452263], [-1.283562, -0.551420, -4.253700], [-1.237099, -1.877008, -4.397877], [-0.913138, 0.030963, -3.066305], [-0.473387, -0.777762, -2.055291], [-2.731840, 1.841103, 1.137256], [-3.210783, 1.085332, -0.072704], [-2.392720, -0.116468, -0.233371], [-2.967744, -1.062235, -1.070994], [-3.914951, -0.810836, -2.080651], [-4.305888, 0.446131, -2.378234], [-4.469548, -1.803340, -2.872563], [-5.361063, -1.470430, -3.809768], [-4.079431, -3.118206, -2.734235], [-4.599807, -4.076401, -3.504162], [-3.122893, -3.412752, -1.781388], [-2.711204, -4.673045, -1.616805], [-2.603496, -2.413317, -0.985470], [-1.671015, -2.777361, -0.089781], [-1.536010, 3.244146, 2.889463], [0.113550, 2.672355, 2.608049], [-1.122083, 1.541318, 3.170751], [0.199866, 3.440992, 0.602251], [-1.409296, 4.162284, 0.709948], [-0.362659, 3.915960, -1.592389], [-2.010342, 3.343593, -1.450713], [-3.261488, 2.795186, 1.253092], [-2.934750, 1.229723, 2.018168], [-3.183695, 1.730915, -0.951289], [-4.264106, 0.829317, 0.090771], [2.071603, 0.440305, 0.243952], [1.652566, 0.356206, 1.599553], [0.942343, -0.896636, 1.724133], [1.015753, -1.532556, 0.450781], [1.764233, -0.742501, -0.446521], [2.471738, -1.192811, -1.716951], [1.921773, -2.510212, -2.268623], [3.930136, -1.455379, -1.288148], [2.494488, -0.114259, -2.801850], [0.430889, -1.663574, 2.954821], [1.628422, -2.174526, 3.773902], [-0.535738, -0.860602, 3.828187], [-0.348201, -2.918659, 2.541708], [2.468558, 1.227676, 2.594881], [3.854712, 0.543918, 2.655136], [1.998647, 1.380422, 4.047792], [2.723573, 2.645940, 2.055616], [2.650422, 1.246855, -0.176169], [0.605370, -2.501990, 0.223028], [1.980376, -3.300095, -1.517029], [2.529213, -2.824388, -3.119762], [0.890417, -2.437331, -2.605307], [3.969424, -2.187660, -0.479350], [4.406608, -0.537758, -0.938569], [4.506413, -1.841634, -2.131924], [1.510195, 0.080734, -3.221841], [3.146666, -0.431142, -3.618721], [2.885011, 0.828784, -2.414811], [2.249716, -1.385852, 4.185431], [2.263495, -2.804016, 3.146684], [1.268438, -2.782621, 4.607065], [-0.102251, 0.050970, 4.224055], [-0.858230, -1.469458, 4.675985], [-1.426480, -0.604477, 3.247654], [0.252277, -3.600489, 1.939554], [-1.251687, -2.665543, 1.993738], [-0.642781, -3.455903, 3.445154], [3.781903, -0.481889, 3.013692], [4.515541, 1.096813, 3.327095], [4.311964, 0.517834, 1.665583], [1.895951, 0.433035, 4.564269], [1.063406, 1.923814, 4.153073], [2.759228, 1.952665, 4.583181], [3.258618, 2.641481, 1.107985], [3.348460, 3.184271, 2.770809], [1.812883, 3.226402, 1.921450]],
  "atomic_forces_ev_per_a": [[-0.151, -0.305, -0.084], [0.020, -0.017, -0.013], [-0.047, 0.090, 0.027], [-0.012, -0.017, 0.014], [0.023, 0.025, 0.005], [0.028, -0.007, 0.010], [0.026, 0.048, 0.030], [-0.031, 0.009, -0.002], [0.007, -0.020, -0.013], [-0.010, 0.014, -0.015], [0.008, -0.018, 0.022], [-0.004, -0.010, -0.013], [0.010, 0.007, 0.013], [-0.011, -0.035, 0.014], [-0.007, 0.031, 0.007], [0.013, -0.013, 0.006], [-0.052, 0.019, -0.055], [0.051, 0.017, 0.019], [0.034, 0.014, 0.009], [0.074, -0.007, -0.063], [-0.017, 0.042, 0.066], [-0.070, -0.005, 0.009], [0.023, -0.052, -0.059], [0.026, 0.026, -0.026], [0.005, -0.007, 0.013], [-0.005, -0.029, 0.000], [0.004, 0.005, 0.001], [-0.011, -0.018, 0.032], [0.005, 0.023, -0.008], [0.054, -0.018, -0.025], [-0.082, 0.011, -0.082], [0.000, 0.000, 0.002], [0.018, -0.008, 0.014], [0.002, -0.001, 0.005], [0.009, -0.005, 0.004], [0.006, 0.006, 0.000], [-0.014, 0.002, -0.003], [-0.007, -0.010, 0.007], [-0.015, -0.008, -0.013], [-0.016, 0.012, 0.005], [0.008, -0.004, 0.008], [0.022, 0.016, 0.027], [0.019, 0.036, -0.034], [0.031, 0.026, 0.023], [0.035, 0.140, 0.098], [-0.016, -0.035, 0.026], [0.023, 0.089, -0.037], [0.004, -0.017, 0.011], [-0.007, 0.003, -0.003], [0.001, 0.000, 0.000], [0.013, 0.004, 0.002], [-0.017, -0.033, -0.033], [-0.006, -0.018, -0.016], [0.007, 0.009, -0.002], [-0.021, 0.004, 0.018], [0.008, -0.037, 0.018], [0.002, -0.009, -0.014], [-0.029, 0.022, -0.029], [0.011, -0.007, 0.001], [0.035, 0.002, 0.031], [0.022, 0.040, -0.002], [-0.001, 0.000, -0.001], [0.001, 0.001, -0.003], [0.007, -0.010, 0.004], [-0.001, 0.000, -0.001], [0.001, 0.001, -0.002], [-0.001, 0.001, 0.000], [-0.021, 0.000, -0.003], [-0.003, 0.001, -0.001], [-0.002, 0.000, 0.001], [0.006, 0.042, 0.001], [0.001, 0.002, 0.004], [0.003, 0.000, 0.001], [0.021, 0.025, 0.011], [0.004, -0.006, -0.003], [-0.004, -0.009, 0.009], [-0.016, -0.013, 0.011], [0.024, 0.001, 0.016], [0.003, -0.001, 0.006], [-0.013, -0.013, 0.008], [-0.001, -0.002, 0.002], [0.007, -0.001, 0.001], [0.004, -0.044, 0.002], [-0.024, 0.001, -0.006], [-0.005, -0.002, 0.001], [-0.003, -0.004, -0.006], [-0.001, 0.002, -0.006], [-0.015, 0.007, 0.001]],
  "mulliken_spin": [0.85, 0.05, -0.01, 0.06, 0.02, -0.06, -0.01, 0.00, 0.00, 0.00, 0.00, 0.00, 0.00, 0.00, 0.00, 0.04, 0.01, 0.04, 0.02, -0.01, 0.02, -0.01, 0.00, 0.00, 0.00, 0.00, 0.00, 0.00, 0.00, 0.00, 0.00, 0.00, -0.01, -0.01, -0.03, 0.01, 0.01, -0.01, 0.00, 0.00, -0.01, 0.00, 0.00, -0.02, -0.03, 0.04, -0.02, 0.00, 0.00, 0.00, 0.01, 0.00, 0.00, 0.03, 0.00, 0.00, 0.00, 0.00, 0.01, 0.00, 0.02, 0.00, 0.00, 0.00, 0.00, 0.00, 0.00, 0.00, 0.00, 0.00, 0.00, 0.00, 0.00, 0.00, 0.00, 0.00, 0.00, 0.00, 0.00, 0.00, 0.00, 0.00, 0.00, 0.00, 0.00, 0.00, 0.00, -0.01]
}